Entry 1:
15
Properties=species:S:1:pos:R:3:forces:R:3 method="wB97M-V/def2-TZVPD" e_above_lowest_kj_mol=57.66 multiplicity=1 e_lumo_ev=0.45
C 2.2436 -3.7062 -0.7191 -0.61 -0.03 -0.23
Cl 3.3604 -4.4259 -1.8444 0.44 -1.08 -0.19
Cl 2.4678 -2.0024 -0.8843 0.00 1.72 0.38
H 1.2276 -3.8868 -1.0699 0.18 -0.42 0.35
H 2.4214 -3.9870 0.3190 0.01 -0.23 -0.33
C 1.0294 1.1013 0.1027 0.87 0.54 -1.25
Cl 2.6344 1.4888 -0.6650 -0.42 -0.23 0.53
Cl -0.1586 2.2394 -0.6063 0.12 -0.39 0.50
H 0.8129 0.0945 -0.2546 -0.22 0.23 0.49
H 1.1417 1.2390 1.1781 -0.27 -0.10 -0.30
C -3.2429 2.3233 0.9660 -1.26 -0.67 -0.06
Cl -4.8571 1.4409 0.9633 1.03 -0.35 0.70
Cl -3.6629 3.7781 0.1292 0.72 1.15 -0.63
H -2.8908 2.5984 1.9602 -0.35 -0.42 -0.03
H -2.5269 1.7046 0.4252 -0.25 0.27 0.06



Entry 2:
11
Properties=species:S:1:pos:R:3:forces:R:3 method="wB97M-V/def2-TZVPD" e_above_lowest_kj_mol=690.63 multiplicity=1 e_lumo_ev=-0.29
C 0.6816 0.9762 0.5212 -0.05 5.80 -1.12
C 0.2598 -0.3762 0.2491 -1.58 -3.63 6.26
C -0.4861 -0.8787 -0.8979 -1.93 2.74 -2.19
H 0.1654 1.5327 2.1564 1.55 -1.26 -3.99
H 2.1475 1.1953 0.2711 -4.88 -0.34 0.88
H -0.3046 1.7356 -0.4067 3.39 -1.57 2.90
H 1.0921 -0.9891 0.5562 0.39 -0.89 -0.50
H -0.5009 -0.6131 1.1947 1.71 0.29 -2.27
H -0.0355 -0.4611 -1.8118 -0.18 -0.97 -0.21
F -0.9209 -2.1474 -0.9938 1.51 -0.39 0.52
Cl -2.0985 0.0258 -0.8384 0.07 0.21 -0.28



Entry 3:
11
Properties=species:S:1:pos:R:3:forces:R:3 method="wB97M-V/def2-TZVPD" e_above_lowest_kj_mol=295.25 multiplicity=1 e_lumo_ev=-0.60
C 0.3988 -0.1301 0.5837 -1.70 0.09 1.27
C 0.4237 0.1281 -0.9098 -1.53 2.53 1.93
C -1.1245 -3.8010 -1.4495 -0.52 0.12 -0.16
F 0.0664 -4.1601 -1.7775 0.38 -0.08 0.10
Cl -1.1543 -3.5715 0.2712 0.10 -0.12 0.03
H -0.1676 0.7126 1.1470 0.83 -1.57 -0.84
H 1.3623 -0.2222 1.0572 0.56 0.11 -0.05
H -0.0901 -1.1302 0.7504 0.14 1.20 0.20
H 1.0815 0.9502 -1.1136 0.81 -0.04 -0.61
H 0.5538 -0.7614 -1.3950 0.93 -1.97 -1.75
H -0.5599 0.5245 -1.1888 0.01 -0.28 -0.12



Entry 4:
12
Properties=species:S:1:pos:R:3:forces:R:3 method="wB97M-V/def2-TZVPD" e_above_lowest_kj_mol=20.74 multiplicity=1 smiles=C[C@@H](O)[C@@H](F)Cl e_lumo_ev=0.80
C -0.9901 -0.7927 -0.3080 -0.71 -0.77 -0.31
C -0.2947 0.4790 0.0532 -0.01 0.60 1.02
O -0.4189 0.7765 1.4696 0.11 -0.99 -0.96
C 1.1739 0.5029 -0.3471 -0.28 -0.60 -0.08
F 1.6597 1.7305 -0.0686 0.40 0.18 -0.13
Cl 2.1565 -0.7399 0.5072 -0.20 0.24 0.05
H -0.9671 -0.9399 -1.3796 0.02 -0.02 -0.41
H -2.0465 -0.7907 -0.0230 0.15 0.34 0.03
H -0.5769 -1.7046 0.1221 0.38 0.18 0.24
H -0.7421 1.3175 -0.5287 0.18 -0.35 0.66
H -0.2514 -0.0874 1.9064 -0.09 0.86 -0.16
H 1.2977 0.2488 -1.4037 0.06 0.34 0.06



Entry 5:
12
Properties=species:S:1:pos:R:3:forces:R:3 method="wB97M-V/def2-TZVPD" e_above_lowest_kj_mol=387.93 multiplicity=1 e_lumo_ev="-0.55 / -0.11"
C -0.5413 1.0613 1.3694 -1.21 3.85 0.09
C 1.6647 0.7843 -1.3431 -1.58 0.77 0.24
C 0.7952 0.6164 1.5840 0.43 -3.21 -0.08
O 1.0515 -0.1641 -0.5979 -0.60 -0.48 3.10
F 0.8606 -0.5247 2.3433 0.25 1.16 -0.96
Cl 2.1017 1.6051 1.7675 0.95 0.74 0.22
H -1.2510 1.2786 2.2021 0.99 -0.53 0.00
H -0.9830 0.4338 0.6914 -1.30 -1.95 -1.45
H -0.5013 2.0286 0.8104 0.13 -0.59 0.40
H 2.7176 0.8926 -1.1604 0.72 0.25 0.01
H 1.0859 1.7483 -1.2730 0.80 -0.31 -0.28
H 1.4540 0.3489 -2.3042 0.44 0.31 -1.28



Entry 6:
11
Properties=species:S:1:pos:R:3:forces:R:3 method="wB97M-V/def2-TZVPD" e_above_lowest_kj_mol=184.13 multiplicity=1 smiles=ClC1CNC1 e_lumo_ev=0.96
Cl 1.8334 1.4662 0.1676 0.97 0.97 0.15
C 0.8343 0.0330 0.2889 3.85 0.34 -0.93
C 0.1305 -0.2511 -1.0143 1.58 1.05 -3.82
N -1.0776 -0.0414 -0.3130 -4.82 -2.05 -1.41
C -0.4396 0.2425 0.9443 -3.53 -0.37 1.06
H 1.5282 -0.7622 0.6101 -0.75 0.29 0.35
H 0.4483 -1.2672 -1.6046 -1.10 2.35 1.50
H 0.2311 0.7436 -1.7233 0.40 -2.87 0.91
H -1.9373 -0.6849 -0.4883 2.24 1.61 0.94
H -0.9512 1.0341 1.5098 1.34 1.07 -0.59
H -0.6002 -0.5124 1.6227 -0.18 -2.39 1.84



Entry 7:
11
Properties=species:S:1:pos:R:3:forces:R:3 method="wB97M-V/def2-TZVPD" e_above_lowest_kj_mol=297.57 multiplicity=1 e_lumo_ev="-0.99 / -0.99"
C -1.8438 0.1371 -1.0275 0.02 -0.05 0.36
C -1.5100 -0.3642 0.1752 -0.51 0.03 -0.75
C -0.7784 0.3711 1.1381 0.90 -0.33 0.67
N 2.8885 -0.3357 0.0135 0.01 0.06 -0.14
Cl -1.3178 1.9064 1.5155 -0.37 0.38 -0.19
H -2.1309 -0.4967 -1.8496 -0.05 -0.15 -0.09
H -1.7442 1.1896 -1.2313 0.02 0.22 -0.03
H -1.5265 -1.4351 0.3370 -0.02 -0.10 0.00
H 3.0094 0.5066 0.5644 -0.03 -0.06 0.01
H 3.0397 -1.1210 0.6349 -0.06 0.02 0.01
H 1.9141 -0.3582 -0.2703 0.07 -0.03 0.13



Entry 8:
12
Properties=species:S:1:pos:R:3:forces:R:3 method="wB97M-V/def2-TZVPD" e_above_lowest_kj_mol=592.11 multiplicity=1 smiles="CO/N=C/CCl" e_lumo_ev=0.21
C -3.1123 -0.4854 -0.0600 -2.66 1.29 -0.38
O -2.2013 0.5890 -0.2068 2.88 -2.86 -0.65
N -0.9262 -0.2285 -0.2641 1.06 6.56 3.02
C -0.0502 0.5992 0.3376 -1.43 -1.92 -0.26
C 1.1184 -0.2528 0.7530 1.63 -0.92 0.79
Cl 2.5909 -0.0464 -0.3491 -0.81 -0.27 0.31
H -3.8385 0.0720 -0.9995 0.54 -2.89 3.22
H -2.6370 -1.5701 -0.3590 -1.51 2.91 0.80
H -3.4770 -0.4099 1.2137 0.49 -0.71 -4.12
H -0.1907 1.7789 0.7389 0.12 -3.64 -1.42
H 1.5653 0.0122 1.7151 -0.44 0.54 -0.08
H 0.8910 -1.3736 0.9458 0.14 1.92 -1.23